Molecular formula: C36H80N4O6
Method: DFT, ωB97M-V with the def2-TZVPD basis set

LUMO: 0.37 eV
Energy relative to the best compared isomer or geometry (same formula, charge and spin): 21.5 kcal/mol
Orbital gap: 8.36 eV
Molecular weight: 665.06 g/mol
Total charge: 0
Structure (SMILES): CC1(C)CCCC(C)(C)N1O.CC1(C)CCCC(C)(C)N1O.CC1(C)CCCC(C)(C)N1O.CC1(C)CCCC(C)(C)N1O.O.O

Bonds (Å) are listed after each position.
CARTESIAN COORDINATES (ANGSTROEM)
1 C -18.476 -15.307 9.613  C2 1.521, H12 1.097, H13 1.091, H14 1.089
2 C -18.003 -14.076 8.855  C1 1.521, C3 1.542, C4 1.519, N10 1.468
3 C -16.471 -14.138 8.696  C2 1.542, H15 1.090, H16 1.091, H17 1.096
4 C -18.595 -14.114 7.456  C2 1.519, C5 1.532, H18 1.091, H19 1.097
5 C -18.556 -12.784 6.697  C4 1.532, C6 1.533, H20 1.094, H21 1.094
6 C -18.970 -11.601 7.580  C5 1.533, C7 1.543, H22 1.094, H23 1.090
7 C -18.250 -11.573 8.945  C6 1.543, C8 1.536, C9 1.540, N10 1.452
8 C -16.813 -11.046 8.820  C7 1.536, H24 1.091, H25 1.097, H26 1.089
9 C -19.010 -10.545 9.802  C7 1.540, H27 1.088, H28 1.094, H29 1.093
10 N -18.497 -12.875 9.539  C2 1.468, C7 1.452, O11 1.414
11 O -18.090 -12.948 10.892  N10 1.414, H30 0.965
12 H -19.506 -15.139 9.954  C1 1.097
13 H -18.562 -16.191 8.980  C1 1.091
14 H -17.896 -15.534 10.506  C1 1.089
15 H -16.094 -15.135 8.465  C3 1.090
16 H -16.076 -13.465 7.934  C3 1.091
17 H -15.990 -13.810 9.624  C3 1.096
18 H -18.103 -14.853 6.822  C4 1.091
19 H -19.657 -14.380 7.525  C4 1.097
20 H -17.623 -12.554 6.174  C5 1.094
21 H -19.314 -12.796 5.907  C5 1.094
22 H -20.028 -11.771 7.794  C6 1.094
23 H -18.814 -10.608 7.156  C6 1.090
24 H -16.839 -9.965 8.679  C8 1.091
25 H -16.306 -11.369 7.901  C8 1.097
26 H -16.169 -11.370 9.636  C8 1.089
27 H -19.008 -9.537 9.392  C9 1.088
28 H -18.572 -10.497 10.804  C9 1.094
29 H -20.025 -10.900 9.996  C9 1.093
30 H -18.894 -12.983 11.425  O11 0.965
31 C -14.034 -11.414 12.337  C32 1.523, H42 1.098, H43 1.089, H44 1.090
32 C -15.120 -12.043 13.199  C31 1.523, C33 1.559, C34 1.553, N40 1.452
33 C -16.436 -11.220 13.059  C32 1.559, H45 1.091, H46 1.090, H47 1.093
34 C -15.395 -13.451 12.604  C32 1.553, C35 1.523, H48 1.090, H49 1.090
35 C -16.122 -14.377 13.570  C34 1.523, C36 1.531, H50 1.095, H51 1.092
36 C -15.434 -14.414 14.937  C35 1.531, C37 1.529, H52 1.096, H53 1.092
37 C -15.295 -13.018 15.544  C36 1.529, C38 1.544, C39 1.538, N40 1.454
38 C -16.666 -12.504 16.032  C37 1.544, H54 1.090, H55 1.093, H56 1.092
39 C -14.352 -13.156 16.751  C37 1.538, H57 1.091, H58 1.090, H59 1.095
40 N -14.639 -12.167 14.563  C32 1.452, C37 1.454, O41 1.413
41 O -14.257 -10.909 15.081  N40 1.413, H60 0.963
42 H -13.860 -10.374 12.641  C31 1.098
43 H -13.071 -11.895 12.499  C31 1.089
44 H -14.375 -11.306 11.307  C31 1.090
45 H -16.462 -10.372 13.744  C33 1.091
46 H -16.569 -10.901 12.026  C33 1.090
47 H -17.303 -11.841 13.299  C33 1.093
48 H -16.112 -13.161 11.837  C34 1.090
49 H -14.561 -13.935 12.096  C34 1.090
50 H -17.156 -14.039 13.701  C35 1.095
51 H -16.174 -15.405 13.204  C35 1.092
52 H -14.463 -14.897 14.776  C36 1.096
53 H -15.937 -15.052 15.667  C36 1.092
54 H -17.028 -11.611 15.520  C38 1.090
55 H -16.692 -12.216 17.086  C38 1.093
56 H -17.438 -13.265 15.898  C38 1.092
57 H -14.586 -14.021 17.374  C39 1.091
58 H -14.359 -12.235 17.332  C39 1.090
59 H -13.329 -13.366 16.420  C39 1.095
60 H -13.369 -11.041 15.430  O41 0.963
61 C -19.959 -9.491 17.274  C62 1.543, H72 1.092, H73 1.092, H74 1.085
62 C -19.771 -7.965 17.138  C61 1.543, C63 1.529, C64 1.535, N70 1.464
63 C -20.665 -7.229 18.135  C62 1.529, H75 1.091, H76 1.088, H77 1.093
64 C -18.321 -7.629 17.515  C62 1.535, C65 1.527, H78 1.094, H79 1.098
65 C -17.314 -7.812 16.383  C64 1.527, C66 1.521, H80 1.085, H81 1.098
66 C -17.724 -6.984 15.175  C65 1.521, C67 1.536, H82 1.094, H83 1.095
67 C -19.120 -7.373 14.667  C66 1.536, C68 1.526, C69 1.544, N70 1.470
68 C -19.604 -6.300 13.696  C67 1.526, H84 1.089, H85 1.096, H86 1.091
69 C -19.090 -8.745 13.959  C67 1.544, H87 1.089, H88 1.089, H89 1.095
70 N -20.037 -7.397 15.816  C62 1.464, C67 1.470, O71 1.411
71 O -21.374 -7.644 15.439  N70 1.411, H90 0.963
72 H -20.915 -9.780 16.830  C61 1.092
73 H -19.222 -9.992 16.643  C61 1.092
74 H -19.873 -9.818 18.305  C61 1.085
75 H -20.562 -7.707 19.110  C63 1.091
76 H -20.469 -6.159 18.162  C63 1.088
77 H -21.708 -7.333 17.824  C63 1.093
78 H -18.181 -6.651 17.987  C64 1.094
79 H -17.984 -8.313 18.305  C64 1.098
80 H -16.270 -7.751 16.672  C65 1.085
81 H -17.496 -8.834 16.023  C65 1.098
82 H -16.991 -7.144 14.379  C66 1.094
83 H -17.779 -5.901 15.328  C66 1.095
84 H -20.630 -6.345 13.333  C68 1.089
85 H -18.978 -6.399 12.801  C68 1.096
86 H -19.419 -5.301 14.095  C68 1.091
87 H -18.905 -9.535 14.685  C69 1.089
88 H -18.396 -8.772 13.119  C69 1.089
89 H -20.104 -8.900 13.577  C69 1.095
90 H -21.729 -6.801 15.140  O71 0.963
91 C -22.019 -15.025 12.010  C92 1.539, H102 1.092, H103 1.087, H104 1.093
92 C -23.504 -14.868 12.378  C91 1.539, C93 1.540, C94 1.515, N100 1.465
93 C -23.613 -14.289 13.800  C92 1.540, H105 1.097, H106 1.091, H107 1.087
94 C -24.142 -13.892 11.410  C92 1.515, C95 1.534, H108 1.096, H109 1.088
95 C -24.462 -14.513 10.044  C94 1.534, C96 1.514, H110 1.095, H111 1.095
96 C -25.443 -15.652 10.232  C95 1.514, C97 1.556, H112 1.091, H113 1.093
97 C -24.902 -16.732 11.213  C96 1.556, C98 1.528, C99 1.543, N100 1.466
98 C -26.127 -17.524 11.668  C97 1.528, H114 1.092, H115 1.094, H116 1.089
99 C -23.915 -17.599 10.404  C97 1.543, H117 1.092, H118 1.084, H119 1.097
100 N -24.243 -16.133 12.377  C92 1.465, C97 1.466, O101 1.414
101 O -23.670 -17.105 13.229  N100 1.414, H120 0.964
102 H -21.440 -15.486 12.814  C91 1.092
103 H -21.947 -15.624 11.107  C91 1.087
104 H -21.517 -14.072 11.822  C91 1.093
105 H -23.026 -13.362 13.830  C93 1.097
106 H -24.621 -13.933 14.018  C93 1.091
107 H -23.239 -15.009 14.523  C93 1.087
108 H -25.140 -13.613 11.769  C94 1.096
109 H -23.525 -13.018 11.211  C94 1.088
110 H -24.885 -13.690 9.460  C95 1.095
111 H -23.581 -14.832 9.476  C95 1.095
112 H -25.633 -16.167 9.289  C96 1.091
113 H -26.395 -15.207 10.533  C96 1.093
114 H -26.969 -16.857 11.870  C98 1.092
115 H -25.916 -17.997 12.631  C98 1.094
116 H -26.497 -18.278 10.975  C98 1.089
117 H -22.900 -17.208 10.495  C99 1.092
118 H -24.165 -17.750 9.360  C99 1.084
119 H -23.745 -18.517 10.981  C99 1.097
120 H -24.305 -17.150 13.952  O101 0.964
121 O -20.110 -13.411 15.465  H122 0.965, H123 0.963
122 H -19.965 -13.024 14.592  O121 0.965
123 H -20.765 -14.101 15.316  O121 0.963
124 O -20.093 -11.821 12.791  H125 0.967, H126 0.964
125 H -19.537 -11.363 13.436  O124 0.967
126 H -20.978 -11.468 12.942  O124 0.964

Atomic partial charges in e from the Löwdin method, atoms 1 to 2:
1. C -0.030
2. C -0.514